Entry from the OMol25 dataset: an isolated molecule of C3H8INOP2 at a distorted geometry (wB97M-V/def2-TZVPD).

* DFT total energy: -1229.434814 Ha
* energy above the lowest of the compared OMol25 structures with the same formula, charge and spin: 1.1579 eV
* HOMO-LUMO gap: 0.3256 hartree
* SMILES: [H]/N=C(\I)P[P@H](=O)CC

Geometry (Å):
I1 0.75 3.77 1.06
P1 -0.04 0.13 -0.10
P2 1.37 0.27 1.47
O1 -1.43 0.32 0.35
N1 -0.45 1.76 3.01
C1 0.21 -1.57 -0.78
C2 0.19 1.86 1.99
C3 -0.56 -1.77 -2.10
H1 -1.12 2.43 3.40
H2 -0.08 -1.13 -2.80
H3 0.21 1.22 -1.15
H4 1.19 -2.10 -0.60
H5 -1.51 -1.40 -1.84
H6 -0.60 -2.76 -2.55
H7 2.30 0.74 0.54
H8 -0.41 -1.78 0.07

What are the Mulliken partial charges on each atom? They are as follows, in elementary charge units: I -0.013; P 0.427; P -0.064; O -0.640; N -0.483; C -0.443; C 0.157; C -1.052; H 0.299; H 0.287; H 0.091; H 0.425; H 0.311; H 0.346; H 0.080; H 0.270

Entry from the OMol25 dataset: a cluster of 3 separate species, C3H8N in total at a distorted geometry (wB97M-V/def2-TZVPD).

* DFT total energy: -173.322775 Ha
* energy above the lowest of the compared OMol25 structures with the same formula, charge and spin: 7.0741 eV
* HOMO-LUMO gap: 0.1415 hartree
* total charge: +1

Geometry (Å):
N1 0.84 -2.40 -1.57
C1 -0.22 0.07 -2.54
C2 -0.40 -2.12 -1.35
C3 -1.05 -0.94 -1.88
H1 3.28 20.71 27.83
H2 2.43 20.03 28.59
H3 -0.03 -0.29 -3.55
H4 0.75 0.03 -2.08
H5 -0.93 -2.74 -0.63
H6 1.15 -3.10 -0.85
H7 -2.03 -1.00 -1.40
H8 -0.49 1.05 -2.09

What are the Mulliken partial charges on each atom? They are as follows, in elementary charge units: N -0.357; C -0.891; C -0.050; C 0.121; H 0.000; H 0.000; H 0.387; H 0.376; H 0.385; H 0.330; H 0.352; H 0.347